(1)
2 unconnected molecules or ions with the total composition C20H19BF4N at a distorted geometry. Source: OMol25; level of theory: wB97M-V/def2-TZVPD.

The spin multiplicity is 1. For the calculated total energy, the calculation gives -1252.32485 Eh. For the LUMO energy, the calculation gives -4.30 eV. As for the total charge: +1.

The geometry in XYZ format:
```
45
Properties=species:S:1:pos:R:3:forces:R:3
F 2.325 -2.512 -3.578 -0.8781 -0.1537 0.9147
C 1.365 -2.792 -2.632 0.8608 0.0967 -0.3588
C 0.219 -3.436 -3.057 -0.3448 0.0434 0.4827
C -0.732 -3.685 -2.064 -0.1299 -0.2727 -0.4963
F -1.929 -4.224 -2.463 1.0594 0.3790 0.5773
C -0.503 -3.404 -0.724 -0.4373 0.2524 0.0488
C 0.663 -2.732 -0.323 0.2391 -0.1599 -0.5298
C 0.674 -2.240 1.123 0.1877 0.1134 -0.3920
C 1.894 -1.982 1.984 0.5322 0.1575 0.7310
C 1.657 -2.002 3.373 0.2691 0.5031 -0.2007
C 2.595 -1.454 4.244 0.2089 -0.2513 0.5961
F 2.344 -1.435 5.595 0.0595 -0.0779 -1.3150
C 3.814 -0.930 3.819 -0.2853 -0.0614 -0.4878
C 4.025 -0.936 2.441 0.5369 0.1331 -0.0294
F 5.188 -0.348 1.986 -1.2710 -0.7564 0.2769
C 3.115 -1.475 1.519 0.0139 0.4195 0.0747
C 1.617 -2.412 -1.311 -0.6194 -0.0795 0.0628
H 0.058 -3.718 -4.094 0.0400 0.1062 0.2276
H -1.284 -3.607 0.016 0.2658 -0.0879 -0.3696
H -0.048 -2.822 1.707 0.1719 0.0754 -0.2001
H 0.693 -2.327 3.740 0.1149 -0.1043 0.1903
H 4.549 -0.520 4.515 -0.3071 -0.1409 -0.2709
H 3.309 -1.394 0.451 0.2234 0.0097 0.5552
H 2.502 -1.826 -1.103 -0.0827 -0.2615 -0.1432
C -0.841 5.057 -1.097 0.1129 0.4590 -0.0640
C -1.898 3.984 -1.101 -0.1170 0.2223 -0.1651
N -1.537 2.763 -0.645 -0.5557 0.3237 -0.2633
B -0.149 2.557 -0.206 0.3462 -0.7149 0.3991
H 0.271 -1.231 1.038 -0.4238 0.1448 0.1055
C -2.329 1.666 -0.599 -0.1837 0.2122 -0.1704
C -1.770 0.347 -0.113 -0.1827 -0.3766 0.0193
C -3.621 1.826 -1.058 -0.1169 -0.0521 -0.0725
C -4.052 3.072 -1.533 0.0954 -0.1507 0.0132
C -3.187 4.174 -1.562 -0.2410 -0.4450 0.0806
H -1.255 6.013 -1.479 0.2260 -0.6455 0.2470
H -0.457 5.259 -0.078 -0.1870 -0.1712 -0.3617
H 0.021 4.802 -1.746 -0.4137 -0.0267 0.2744
H 0.506 2.121 -1.099 0.5679 0.2641 0.5172
H -0.050 2.675 0.977 0.7352 0.0509 -0.3286
H -2.581 -0.387 -0.182 0.2265 0.1133 0.0216
H -0.948 -0.056 -0.735 -0.2658 0.4119 0.1059
H -1.436 0.321 0.942 -0.1523 0.4356 -0.4454
H -4.248 0.934 -1.053 -0.0860 0.4772 -0.0728
H -5.072 3.155 -1.898 0.1653 0.1065 0.0484
H -3.482 5.159 -1.938 0.0223 -0.5203 0.1673
```
Forces are in eV/Å.

=====

(2)
A molecular structure, C20H19Cl4N3O5STa. Source: OMol25; level of theory: wB97M-V/def2-TZVPD.

The value obtained for the energy relative to the best compared isomer or geometry (same formula, charge and spin) is 3.75 kcal per mole. The spin multiplicity is 1. For the calculated total energy, the calculation gives -3610.02315 Eh. For the LUMO energy, the calculation gives -4.63 eV. As for the total charge: +1.

The geometry in XYZ format:
```
53
Properties=species:S:1:pos:R:3:forces:R:3
Ta -1.246 -0.210 -0.977 -0.0375 0.0572 -0.0640
C 0.780 -1.345 1.548 0.0160 -0.0060 0.0193
C -0.556 -0.897 2.063 0.0093 -0.0004 0.0216
C -0.738 -1.031 3.453 0.0162 -0.0117 0.0168
C -1.907 -0.670 4.045 -0.0112 0.0100 -0.0438
C -2.952 -0.171 3.244 0.0141 -0.0074 0.0001
C -4.214 0.182 3.775 0.0104 -0.0059 0.0149
C -5.203 0.644 2.955 -0.0044 -0.0028 0.0143
C -4.962 0.782 1.578 -0.0186 0.0095 -0.0199
C -3.742 0.449 1.046 0.0078 -0.0306 0.0327
S -3.389 0.746 -0.640 0.1583 -0.1043 -0.0083
C -2.714 -0.043 1.865 0.0261 -0.0114 0.0057
N -1.513 -0.394 1.280 -0.0074 0.0158 -0.0577
H 1.060 -2.262 2.065 -0.0009 0.0013 0.0006
H 1.534 -0.594 1.797 0.0120 -0.0143 -0.0077
H 0.820 -1.555 0.487 -0.0165 -0.0040 0.0095
H 0.078 -1.439 4.033 0.0034 0.0011 -0.0037
H -2.048 -0.773 5.113 -0.0080 -0.0007 0.0046
H -4.377 0.071 4.839 -0.0069 0.0031 0.0028
H -6.170 0.911 3.356 -0.0024 -0.0002 0.0016
H -5.739 1.165 0.929 0.0029 -0.0004 -0.0062
Cl -0.148 -3.601 -3.636 0.0075 -0.0133 -0.0101
C -1.629 -3.290 -2.743 -0.0323 0.0071 -0.0001
Cl -2.203 -1.628 -3.147 -0.0006 -0.0376 -0.0200
Cl -2.881 -4.441 -3.115 0.0152 0.0072 -0.0025
C -1.271 -3.332 -1.235 0.0405 -0.0786 0.1069
O -1.136 -4.353 -0.650 -0.0094 -0.0007 -0.0747
O -1.092 -2.129 -0.691 -0.1532 0.2079 0.0051
Cl -1.491 1.312 -2.777 0.0317 -0.0233 0.0319
C 3.730 -1.206 -0.724 -0.0002 -0.0076 0.0133
C 3.619 -0.170 -1.833 -0.0013 0.0190 -0.0251
C 2.629 0.968 -1.535 0.0199 -0.0635 0.0019
C 2.551 1.926 -2.765 -0.0216 0.0157 -0.0120
C 1.754 3.204 -2.541 -0.0071 -0.0037 0.0076
C 3.101 1.792 -0.345 -0.0153 0.0692 -0.0438
O 4.236 2.167 -0.237 0.0113 -0.0297 0.0129
N 2.142 2.165 0.594 0.0343 -0.0488 0.0236
C 0.812 1.803 0.639 -0.0437 0.1255 -0.0184
O 0.044 2.203 1.470 0.0157 -0.0519 0.0105
N 0.429 0.891 -0.354 0.0056 -0.0265 -0.0552
C 1.259 0.438 -1.310 -0.1589 -0.0885 -0.0516
O 0.717 -0.447 -2.032 0.0885 0.1314 0.1453
H 4.504 -1.934 -0.962 0.0013 -0.0003 -0.0020
H 2.798 -1.761 -0.596 0.0043 0.0011 -0.0018
H 4.002 -0.746 0.229 -0.0020 0.0042 0.0019
H 3.311 -0.641 -2.768 0.0036 0.0002 0.0010
H 4.585 0.304 -2.005 0.0034 -0.0052 0.0049
H 2.138 1.350 -3.595 -0.0029 -0.0067 0.0078
H 3.585 2.166 -3.015 0.0046 -0.0032 0.0111
H 0.722 3.004 -2.243 0.0055 0.0039 -0.0014
H 1.713 3.778 -3.466 0.0068 -0.0035 -0.0055
H 2.217 3.841 -1.786 0.0006 0.0035 -0.0003
H 2.453 2.800 1.320 -0.0142 -0.0015 0.0051
```
Forces are in eV/Å.

=====

Question: What is the LUMO in the second record?
Answer: -4.63 eV

=====

Question: What is the LUMO in the first record?
Answer: -4.30 eV

=====

Question: Which of these has the lowest LUMO?
Answer: C20H19Cl4N3O5STa

=====

Question: What is the LUMO in the second record?
Answer: -4.63 eV